The following is a quantum chemistry calculation of 10 unconnected molecules or ions with the total composition C39H104N12O16, from the OMol25 dataset.

The calculation puts the highest occupied orbital energy at -8.2 eV. The energy above the lowest of the compared OMol25 structures with the same formula, charge and spin is 0.0 kJ/mol. The value obtained for the calculated total energy is -92761.5880 eV. The HOMO-LUMO gap comes out at 8.67 eV. Its structure (SMILES) is COCCNCCOC.COCCNCCOC.COCCNCCOC.COCCNCCOC.COCCNCCOC.COCCNCCOC.NC(N)=O.NC(N)=O.NC(N)=O.O.

CARTESIAN COORDINATES (ANGSTROEM)
1 C -5.58941 -4.87679 -6.61066
2 O -4.80965 -3.71871 -6.78406
3 C -5.30899 -2.60231 -5.95713
4 C -4.34226 -1.47158 -6.26549
5 N -4.80130 -0.32467 -5.49655
6 C -3.79953 0.59680 -5.07734
7 C -2.64750 -0.09567 -4.15879
8 O -3.19045 -0.44202 -2.89313
9 C -2.23993 -0.48604 -1.80352
10 H -5.03743 -5.69273 -7.07720
11 H -6.63209 -4.89699 -6.92771
12 H -5.77090 -5.15373 -5.57217
13 H -5.30223 -2.83763 -4.89286
14 H -6.36021 -2.46119 -6.20841
15 H -4.32199 -1.24361 -7.33119
16 H -3.28380 -1.69620 -6.13386
17 H -5.38852 -0.64221 -4.73863
18 H -4.34819 1.44271 -4.66324
19 H -3.30075 0.95225 -5.97900
20 H -1.79194 0.57903 -4.12913
21 H -2.24796 -1.00295 -4.61191
22 H -1.50856 -1.22480 -2.13128
23 H -2.78728 -0.83020 -0.92599
24 H -1.86050 0.48697 -1.49148
25 C 4.83305 -5.36031 5.63498
26 O 5.87668 -5.10199 4.75630
27 C 6.56749 -3.90969 5.06205
28 C 5.80906 -2.66101 4.54648
29 N 5.40097 -2.70137 3.11790
30 C 4.61904 -1.49030 2.92622
31 C 3.85445 -1.44286 1.61395
32 O 4.58978 -1.37175 0.42346
33 C 3.77599 -0.85512 -0.60112
34 H 5.19286 -5.72601 6.59671
35 H 4.33646 -6.21986 5.18478
36 H 4.05121 -4.61010 5.75329
37 H 7.59747 -3.98980 4.71444
38 H 6.68171 -3.78523 6.13888
39 H 6.33982 -1.73850 4.78181
40 H 4.92307 -2.64786 5.18126
41 H 6.27272 -2.59761 2.61851
42 H 5.23307 -0.58973 2.91946
43 H 3.91471 -1.23170 3.71688
44 H 3.25425 -0.54196 1.74131
45 H 3.09200 -2.22011 1.56256
46 H 4.33226 -0.76175 -1.53383
47 H 3.35192 0.11311 -0.33505
48 H 2.96401 -1.56895 -0.73975
49 C -2.93507 2.71151 6.28692
50 O -2.46929 1.36755 6.01292
51 C -2.36806 1.07871 4.58521
52 C -1.44897 -0.11281 4.29119
53 N -0.13250 0.50427 4.49824
54 C 0.94269 -0.44143 4.40012
55 C 0.87764 -1.64206 5.42732
56 O 1.57892 -1.20058 6.63516
57 C 2.15502 -2.28158 7.46470
58 H -3.96013 2.75770 5.91919
59 H -2.33717 3.46852 5.77943
60 H -2.89155 2.99203 7.33932
61 H -1.88460 1.97155 4.18873
62 H -3.32088 1.00755 4.06063
63 H -1.55102 -0.35408 3.23314
64 H -1.77483 -0.92452 4.94160
65 H -0.00253 1.04487 5.34142
66 H 1.92228 0.03212 4.46534
67 H 0.99437 -0.87694 3.40224
68 H 1.40690 -2.49178 4.99608
69 H -0.08899 -2.09177 5.65423
70 H 2.85608 -1.79963 8.14613
71 H 2.64619 -3.08250 6.91210
72 H 1.43228 -2.73053 8.14604
73 C -0.99289 3.77884 -4.92374
74 O 0.30656 3.26019 -4.75220
75 C 1.03033 3.79740 -3.55790
76 C 2.54876 3.59291 -3.71376
77 N 3.02243 2.37249 -3.03785
78 C 4.27130 1.74808 -3.45751
79 C 5.39706 2.69216 -3.81076
80 O 6.46439 1.78899 -4.05589
81 C 7.68462 2.43748 -4.50661
82 H -1.76370 3.18442 -4.43322
83 H -1.22023 3.93980 -5.97755
84 H -1.10704 4.80439 -4.57258
85 H 0.67474 3.33042 -2.63944
86 H 0.81571 4.86599 -3.57011
87 H 3.06345 4.44424 -3.26830
88 H 2.73203 3.52772 -4.78626
89 H 2.30156 1.68824 -3.21745
90 H 4.11313 1.12122 -4.33508
91 H 4.73914 1.06252 -2.75095
92 H 5.65687 3.24877 -2.91032
93 H 5.15492 3.44603 -4.55987
94 H 8.30199 1.61007 -4.85639
95 H 8.24753 2.84615 -3.66742
96 H 7.55266 3.05332 -5.39623
97 C 3.41736 6.80393 -1.44451
98 O 2.13878 6.06272 -1.55440
99 C 1.03108 6.88216 -1.89780
100 C 0.61707 8.03827 -0.94071
101 N 0.56767 7.47736 0.40215
102 C -0.64382 6.74279 0.76090
103 C -0.62599 6.23180 2.18173
104 O 0.06430 5.00407 2.37926
105 C 0.06167 4.59869 3.71520
106 H 3.46565 7.85251 -1.15083
107 H 3.87765 6.91683 -2.42608
108 H 4.18162 6.31519 -0.84021
109 H 0.22084 6.21314 -2.18766
110 H 1.19747 7.35977 -2.86335
111 H -0.24783 8.51397 -1.40305
112 H 1.41440 8.78135 -0.95424
113 H 1.34874 6.83904 0.45276
114 H -0.86765 5.89988 0.10705
115 H -1.43358 7.49282 0.71810
116 H -1.69602 6.20084 2.38711
117 H -0.18181 7.03896 2.76424
118 H -0.90671 4.27317 4.09514
119 H 0.45244 5.31516 4.43774
120 H 0.77439 3.77403 3.70676
121 C -2.24484 -3.05953 1.68160
122 O -3.23454 -2.66541 2.50984
123 C -4.29597 -1.82349 1.96293
124 C -5.67918 -2.42355 1.97510
125 N -5.90083 -3.74283 1.32681
126 C -6.99051 -4.52885 1.84461
127 C -6.97790 -5.91200 0.99719
128 O -5.80413 -6.66132 1.08346
129 C -5.77604 -7.77546 0.20550
130 H -1.80007 -2.25227 1.09969
131 H -2.56660 -3.89986 1.06645
132 H -1.42002 -3.43504 2.28722
133 H -4.12916 -1.37223 0.98484
134 H -4.25641 -0.95593 2.62164
135 H -6.48660 -1.70541 1.83210
136 H -5.74600 -2.60379 3.04802
137 H -5.11478 -4.35391 1.49657
138 H -7.91948 -3.95903 1.82419
139 H -6.81517 -4.81065 2.88285
140 H -7.36219 -5.79626 -0.01623
141 H -7.67713 -6.59872 1.47425
142 H -5.82427 -7.39621 -0.81527
143 H -6.72092 -8.30423 0.33081
144 H -4.90272 -8.42755 0.19129
145 N 0.41167 1.12591 1.66334
146 C 0.42497 0.42108 0.59989
147 N 0.65238 1.14134 -0.50410
148 O 0.18332 -0.75288 0.61078
149 H 0.74625 2.07511 1.57863
150 H 0.14468 0.79272 2.57865
151 H 0.45647 0.69441 -1.38838
152 H 1.16202 2.01254 -0.46679
153 N 0.34635 -0.23908 -5.38366
154 C 0.65611 -0.77352 -4.24089
155 N 0.29671 -2.01191 -4.11915
156 O 1.21550 -0.15975 -3.32772
157 H 0.46879 0.76139 -5.44818
158 H -0.05232 -0.76099 -6.15096
159 H -0.17401 -2.31946 -4.95816
160 H 0.52745 -2.58215 -3.31810
161 N 0.78143 -3.32830 -0.23421
162 C 0.52623 -4.27280 -1.12945
163 N 1.11899 -5.44276 -0.97107
164 O -0.27709 -4.09524 -2.02066
165 H 0.31441 -2.43673 -0.31844
166 H 1.43324 -3.36321 0.53653
167 H 1.74993 -5.63826 -0.20701
168 H 0.95124 -6.06964 -1.74502
169 O 1.55566 4.00988 0.33164
170 H 2.09386 4.55362 -0.24361
171 H 0.86873 4.59844 0.64461